{
  "formula": "C6H32N2O8",
  "method": "ωB97M-V/def2-TZVPD",
  "smiles": "CCCCNCCN.O.O.O.O.O.O.O.O",
  "e_above_lowest_kcal_mol": 89.2,
  "gap_ev": 8.87,
  "e_homo_ev": -8.605,
  "lumo_ha": 0.0097,
  "energy_ha": -959.1295,
  "elements": ["C", "O", "O", "C", "H", "O", "H", "H", "H", "C", "C", "H", "H", "H", "O", "H", "O", "H", "H", "H", "H", "N", "H", "H", "H", "H", "O", "H", "H", "H", "O", "H", "N", "H", "H", "C", "H", "O", "H", "H", "H", "H", "H", "C", "H", "H", "H", "H"],
  "coordinates": [[1.20759, -0.00605, -2.78099], [2.01384, -2.86829, 1.16723], [-1.00087, 4.39836, -0.28893], [0.49156, 0.55170, 2.05515], [1.70716, 3.02327, -1.22040], [2.03973, -3.14425, -1.95543], [3.27542, 3.29442, -0.76221], [1.14864, -3.48601, -1.88537], [-0.31495, -1.78793, 1.25858], [-2.01401, 1.39610, 2.68919], [-0.51058, 1.38752, 2.92372], [-0.14935, 2.42504, 2.87972], [2.84848, -3.23644, 0.85819], [-1.79946, -3.33037, -0.14659], [-1.21127, -4.09425, -0.04913], [-0.94606, 0.36964, 0.40314], [-0.56874, -2.31475, 2.01951], [1.79055, 0.60239, -0.40927], [2.04711, 1.84478, -2.47012], [0.44061, -0.38387, 2.60601], [-1.34668, 1.96203, -1.18415], [0.99697, -0.01788, -0.32527], [-1.24614, 3.80317, -1.00826], [-0.06431, -3.13055, 2.03919], [-2.37136, 0.36306, 2.81740], [2.18214, -0.49050, -2.73763], [-2.30805, 2.09943, -1.21043], [0.42191, -1.48561, -1.54097], [-2.27534, -0.87086, 0.86712], [0.38288, 1.70458, 0.25784], [2.50870, 2.72187, -0.78290], [-3.07966, -1.90987, 1.46351], [1.18858, 1.47717, -2.85338], [0.73132, -0.44505, -3.66339], [-0.30838, 1.17899, 3.97950], [0.04727, 0.73460, 0.62578], [-0.61619, -3.84586, -0.76889], [-3.13473, -1.28658, 0.72398], [-1.71403, 4.37603, 0.35235], [-2.53920, 2.21238, 3.15937], [2.21743, -2.61949, -1.16518], [-0.72114, -0.15979, -1.57144], [1.19999, 1.79528, -3.81264], [0.33843, -0.39797, -1.60095], [-2.40616, 2.06450, -2.17400], [1.52998, 0.85721, 2.16888], [-2.21341, 1.30580, 1.60881], [2.23284, -2.05213, 1.62926]],
  "forces_ev_per_a": [[-1.8, 0.6, -0.3], [0.2, -0.2, -0.2], [0.7, 0.4, -0.2], [-1.9, 0.8, 1.4], [0.4, 0.9, 0.1], [0.6, 0.0, -0.3], [-0.5, 0.6, -0.3], [0.0, 0.0, 0.2], [0.6, -0.5, -0.1], [0.8, -2.5, -2.1], [1.7, 2.1, 1.1], [-0.2, 0.1, -0.3], [0.0, 0.0, 0.2], [-0.5, -0.2, 0.7], [0.0, 0.6, -1.0], [-0.2, 0.6, 0.0], [-0.9, 0.5, 0.9], [0.0, -0.1, -0.6], [0.1, -0.2, 0.1], [-0.1, -0.8, -1.3], [-0.1, -0.2, 0.5], [-1.3, -0.3, 1.1], [-0.5, 0.2, 0.4], [0.2, 0.0, -0.6], [-0.5, 0.4, 1.4], [0.2, 0.3, 0.3], [0.7, -0.1, -0.9], [-0.7, -0.2, -0.5], [-0.2, 0.3, -0.3], [-1.7, 1.0, 0.9], [0.3, -1.2, 0.7], [-0.4, -0.2, -0.1], [0.4, -0.2, -0.6], [0.1, 0.3, -0.2], [-0.1, -0.4, 0.0], [3.4, -1.8, -1.5], [0.3, -0.6, 0.2], [0.5, -0.3, 0.4], [-0.2, -0.2, -0.1], [-0.3, -0.2, 0.2], [-0.4, -0.1, 0.1], [0.0, 0.5, -0.6], [-0.2, -0.1, -0.2], [2.2, -1.5, 1.4], [-0.6, 0.0, 0.1], [-0.1, 0.6, 0.1], [-0.1, 1.5, 0.0], [0.0, 0.1, -0.1]],
  "mulliken_charge": [-0.83, -0.62, -0.64, -0.42, 0.28, -0.61, 0.27, 0.31, 0.20, -1.10, -0.63, 0.34, 0.30, 0.32, -0.62, -0.34, -0.54, 0.44, 0.37, 0.18, 0.17, -0.24, 0.35, 0.28, 0.29, 0.23, -0.64, -0.57, 0.12, 0.43, -0.63, 0.34, -0.51, 0.48, 0.47, 0.09, 0.27, -0.63, 0.29, 0.37, 0.32, 0.41, 0.20, 0.21, 0.31, 0.38, 0.28, 0.30]
}

=====

{
  "formula": "C24H54CrCsN4O24P",
  "method": "ωB97M-V/def2-TZVPD",
  "gap_ev": [7.65, 8.34],
  "e_homo_ev": [-8.485, -9.170],
  "lumo_ha": [-0.0306, -0.0306],
  "multiplicity": 5,
  "energy_ha": -4377.3250,
  "elements": ["H", "O", "P", "C", "C", "H", "H", "H", "H", "O", "O", "O", "O", "H", "H", "C", "H", "H", "C", "H", "O", "C", "H", "C", "H", "H", "H", "H", "H", "O", "O", "H", "C", "H", "H", "N", "C", "O", "H", "H", "C", "H", "H", "H", "O", "H", "H", "C", "H", "H", "O", "H", "H", "O", "O", "C", "Cr", "H", "C", "C", "H", "H", "Cs", "C", "H", "H", "C", "O", "O", "O", "H", "C", "H", "N", "H", "H", "H", "O", "H", "H", "H", "H", "C", "H", "O", "O", "H", "O", "C", "C", "H", "H", "C", "H", "N", "N", "C", "C", "O", "O", "C", "H", "O", "H", "H", "H", "C", "H", "O"],
  "coordinates": [[-2.31648, -3.56081, -0.45324], [-5.27119, -4.38415, -5.11430], [-0.18301, 0.80277, 0.39458], [-4.76659, -3.03634, -1.17870], [-5.01247, -5.16234, -6.31921], [-3.84186, -0.06442, 2.86581], [2.31950, -4.36691, -0.41132], [-5.85029, -3.14613, -1.26713], [-3.50351, -0.95749, 1.31407], [1.41442, 7.50729, 0.78945], [-1.55016, 0.02032, 0.32772], [4.08884, 3.90833, 2.85851], [-4.76253, -2.16886, 3.80834], [1.10756, 3.45729, 2.01332], [2.13891, 6.05180, -0.42555], [-3.34324, -0.92461, 2.38459], [-0.58802, 3.18482, 3.86672], [-0.22787, -5.14445, 1.08797], [-1.33543, -4.03415, -0.32624], [3.57497, -3.23350, 2.65450], [-1.76206, 2.05287, 5.63972], [0.00745, 6.33333, -0.57970], [-5.88425, -2.54633, -3.46765], [2.09587, 3.05724, 2.11586], [3.07856, -1.92278, -3.81086], [2.96290, 2.00383, -3.62983], [-0.86386, 6.08826, 0.01314], [4.20520, -3.32581, -1.96114], [-4.01803, -5.63064, -6.33849], [-3.54468, 2.09660, 4.47698], [2.42291, -2.87303, 0.91957], [3.28446, 1.48432, 0.24531], [2.68661, -1.37308, -2.94950], [-0.00370, -1.87129, -2.27836], [-4.48254, -2.00036, -0.92177], [-4.00247, -2.20614, 2.88051], [-1.01026, -4.37886, 1.10790], [-4.17963, -3.27306, -2.52496], [-0.93578, 5.77349, -2.51113], [0.99506, 0.72203, 4.01978], [1.28007, 6.20274, 0.22046], [2.70890, -1.66636, 2.43766], [-1.72754, -2.33624, -2.22750], [-2.32595, -0.96572, 2.75974], [-3.65783, -3.23084, 2.30458], [0.51200, -4.11126, 3.33965], [-1.96544, -4.81901, 1.45086], [0.85729, 8.44312, -0.02346], [3.93981, -4.16121, 0.38050], [3.41380, -0.55552, -2.77782], [2.35587, 4.42754, 4.00404], [-2.09814, 3.60880, 2.98856], [1.60880, 1.48184, 5.46852], [2.49211, -2.25956, -1.88437], [3.17374, -1.12344, 5.00554], [1.53680, 0.53203, 4.92772], [0.54266, -1.50958, 0.26200], [1.69019, -0.98600, -3.20441], [-1.51148, 2.79624, 3.44250], [4.69528, 3.53764, -1.30156], [-1.38525, 1.96639, 2.75328], [0.13840, 4.55109, -1.75316], [-2.24908, 1.57824, -1.75592], [-0.70993, -2.69449, -2.14856], [-4.64219, -2.49284, -5.75885], [1.72206, 2.86858, -0.94055], [2.09012, 2.25904, -3.01076], [3.59128, 0.62349, 3.81445], [0.60764, 0.00254, 1.56103], [0.59178, 0.42827, -0.93417], [0.83119, 5.96924, -2.49548], [-0.02709, 5.61269, -1.92122], [4.22044, -1.96510, -0.79800], [2.87943, -0.04081, 4.56169], [-4.35522, -3.76374, -0.45370], [2.69843, 3.03523, 1.21369], [-5.05515, -4.52760, -7.21263], [-0.38048, -3.19630, -0.87815], [3.52166, 0.68458, -1.29416], [-3.42683, -3.49965, -4.98110], [-1.35808, -5.01605, -0.88835], [1.64604, 3.11634, -3.51356], [3.31989, -2.40674, 1.91641], [2.04683, 2.03614, 2.49966], [4.81301, 2.20974, -0.86715], [-0.45119, 2.27696, 0.48187], [1.21990, 5.47642, 1.02278], [3.44652, 3.77568, -1.70555], [-4.79566, -2.56422, -3.57087], [3.49487, 1.65753, -0.81496], [-0.47538, -3.46431, -2.91115], [-5.78833, -5.92095, -6.42491], [2.55954, 2.60795, -1.58023], [-4.44499, -1.49947, -3.65941], [-2.34800, 2.28007, 4.60939], [2.90130, 3.88003, 3.07059], [3.61724, -2.79206, -1.19776], [-0.39328, -3.54630, 3.18239], [-0.04608, 7.77594, -0.88087], [1.10136, 9.56505, -0.07903], [-4.47989, -3.18143, -4.93209], [-1.27343, -4.13597, 3.53587], [-0.62226, -3.25702, 1.80717], [1.36393, 1.44463, -2.99485], [4.25936, -1.90081, 1.55928], [1.03391, -0.16853, 5.58007], [3.09080, -3.65363, -0.07259], [-0.31621, -2.58066, 3.69772], [5.55277, 4.32257, -1.32612]],
  "forces_ev_per_a": [[0.2, -0.1, 0.3], [0.2, -0.1, -0.6], [-0.9, -1.1, 0.2], [0.7, 0.3, -1.8], [0.2, 1.2, 0.4], [0.0, -0.5, -0.3], [0.6, 0.2, -0.2], [0.1, 0.1, 0.2], [0.7, 0.2, 0.0], [0.3, 0.6, 0.4], [1.0, -0.1, -0.1], [0.4, 0.1, -0.1], [-0.4, 0.1, 0.3], [-0.3, 0.2, -0.2], [0.2, -0.4, -0.1], [-1.3, -0.1, 0.9], [0.0, -0.2, -0.1], [0.1, 0.0, 0.3], [-1.0, -1.4, -0.3], [-0.2, 0.9, -1.0], [0.6, -0.1, 0.4], [-0.7, 0.9, -1.3], [-0.1, 0.0, 0.1], [0.6, -0.2, 0.3], [0.0, -0.1, -0.2], [-0.2, -0.2, 0.2], [-0.3, 0.0, 0.3], [0.2, -0.3, 0.6], [-0.2, 0.0, 0.4], [0.3, 0.2, -0.7], [0.5, 0.1, -0.6], [-0.5, 0.2, -0.3], [0.4, 0.0, -0.7], [-0.3, 0.1, -0.4], [-0.3, -0.4, 0.4], [0.8, 0.3, -0.3], [-0.7, -0.9, -1.3], [-0.3, -0.3, 1.2], [0.1, 0.1, 0.4], [-0.2, -0.2, -0.6], [-0.2, 0.6, -0.1], [0.5, 0.0, 0.2], [-0.4, -0.1, 0.2], [0.2, -0.1, -0.7], [-0.2, 0.1, 0.0], [0.4, -0.3, -0.1], [0.5, 0.1, 0.5], [-1.4, -4.6, -1.1], [-0.1, -0.3, 0.1], [-0.5, -0.3, 0.3], [-0.5, 0.0, 0.2], [0.2, -0.5, 0.0], [0.6, -0.2, -0.2], [-0.8, 0.0, 1.1], [0.0, -0.4, 0.1], [0.0, 0.2, 0.6], [-0.1, -0.5, 0.4], [0.5, 0.2, 0.1], [-1.1, 0.4, 0.5], [-1.2, -2.5, 0.4], [0.1, 0.1, -0.1], [-0.2, -0.3, 0.0], [-0.3, 0.3, -0.5], [1.2, 0.0, -1.1], [-0.3, 0.3, 0.0], [-0.2, 0.2, -0.1], [0.7, -0.2, 0.4], [-0.6, -0.4, 0.5], [0.1, 0.7, -1.2], [-0.2, -0.8, 1.0], [-0.1, 0.0, -0.1], [0.7, 0.0, 0.3], [0.1, -0.1, 0.0], [0.0, 1.2, -0.4], [-0.2, 0.4, -0.6], [-0.4, 0.2, -0.1], [-0.1, 0.1, 0.1], [1.2, 0.9, 0.5], [0.0, -0.1, 0.0], [0.0, 0.3, 0.2], [-0.1, 0.9, 0.4], [-0.1, 0.2, 0.3], [0.1, 0.3, 1.5], [0.0, 0.2, 0.1], [-0.4, 1.6, -0.7], [0.6, 0.5, 0.5], [0.1, 0.0, 0.0], [-1.2, 0.0, 0.0], [0.0, 0.5, -0.8], [0.2, -1.1, -0.1], [-0.4, 0.3, 0.2], [0.1, 0.1, 0.4], [0.7, 0.7, -0.3], [-0.1, -0.5, 0.5], [0.0, 0.1, -0.2], [0.1, -0.5, -0.1], [-0.3, 0.6, -1.0], [-1.2, 0.3, 0.1], [0.9, -0.2, 1.2], [0.5, 3.1, 0.2], [0.2, -2.0, 0.0], [0.7, 0.5, 0.1], [0.5, 0.9, 0.3], [0.2, 0.0, 0.1], [-1.0, -0.6, 0.0], [0.0, -0.3, -0.1], [-0.4, -0.2, -0.3], [-0.1, -0.3, -0.1], [1.8, 1.2, 0.0]],
  "mulliken_charge": [-0.74, -0.32, 1.00, -0.82, -0.73, 0.16, 0.26, 0.49, -0.01, -0.42, -1.20, -0.63, -0.58, -0.14, 0.27, 0.04, 0.19, 0.43, 0.66, 0.30, -0.59, 0.48, 0.37, 0.08, 0.36, 0.40, 0.21, 0.46, 0.29, -0.59, 0.07, -0.09, -0.77, -0.49, 0.30, 0.84, -1.00, -0.33, 0.41, -0.10, 0.18, -0.26, 0.10, -0.02, -0.53, 0.30, 0.47, 0.54, 0.43, 0.37, -0.68, 0.29, 0.30, -0.10, -0.58, -0.49, 1.23, 0.13, -0.16, 0.56, -0.21, 0.02, 1.14, 0.10, 0.42, -0.49, -1.34, -0.53, -0.36, -0.69, 0.36, -1.05, 0.23, 1.02, 0.22, -0.49, 0.29, -0.15, -1.14, 0.29, 0.26, 0.33, -0.51, 0.21, -0.48, -0.92, -0.09, -0.50, -0.29, 1.49, 0.27, 0.25, 1.81, 0.18, 1.02, 1.28, -0.47, -1.08, -0.46, -0.46, -0.60, 0.36, 0.48, 0.08, 0.35, 0.40, -0.83, 0.18, -0.52]
}

=====

{
  "formula": "C4H12N2O2",
  "method": "ωB97M-V/def2-TZVPD",
  "smiles": "NCCNCC=O.O",
  "e_above_lowest_kcal_mol": 76.4,
  "gap_ev": 9.29,
  "e_homo_ev": -8.440,
  "lumo_ha": 0.0311,
  "energy_ha": -419.5267,
  "elements": ["C", "C", "H", "O", "C", "H", "H", "H", "C", "H", "H", "H", "H", "H", "N", "N", "H", "H", "O", "H"],
  "coordinates": [[0.56602, 0.50602, -2.02486], [-1.64252, -0.42666, 1.48120], [1.67430, -0.95281, -1.09723], [-0.47161, -0.76336, 1.61271], [-0.75921, 0.05892, -1.29384], [1.71746, -0.58170, 2.05037], [-2.76744, 0.86224, 0.07599], [0.85635, 1.44067, -1.53302], [-1.87884, 0.90029, 0.79527], [0.55198, 0.75840, -3.08026], [0.04498, 1.27001, 0.33356], [2.46392, -0.34621, -2.34601], [-2.36288, -1.17966, 1.85869], [-0.61247, -0.89403, -0.86579], [1.52784, -0.55311, -1.96890], [-0.82566, 1.05421, -0.14181], [-1.62866, 0.14207, -1.91394], [-1.81078, 1.66578, 1.48598], [2.49225, -0.57363, 1.42897], [3.08021, -1.22808, 1.72660]],
  "forces_ev_per_a": [[-0.2, -0.1, 0.2], [1.8, -1.3, 0.9], [0.1, -0.6, 2.1], [-1.1, 0.0, 0.4], [2.3, 3.2, 1.2], [1.0, -0.1, -1.0], [0.2, 0.3, 1.9], [0.2, 0.0, 0.1], [-1.1, -2.6, -3.5], [-1.0, 0.1, -0.2], [0.1, -0.6, -0.6], [-0.9, 0.2, 0.1], [-0.5, 0.7, -0.2], [0.0, -1.5, -0.1], [1.2, -0.3, -1.9], [0.1, 0.9, -1.5], [-0.6, 0.0, -0.1], [-0.6, 1.7, 1.4], [-2.2, 1.4, 0.2], [1.1, -1.3, 0.7]],
  "mulliken_charge": [-0.29, 0.04, 0.18, -0.47, -0.67, 0.34, 0.24, 0.25, -0.68, 0.37, 0.27, 0.21, 0.40, 0.46, -0.63, -0.39, 0.29, 0.39, -0.60, 0.28]
}